# 1
{"formula": "C27H46NO5", "method": "the ωB97M-V functional and the def2-TZVPD basis", "symbols": ["C", "C", "C", "C", "C", "C", "C", "O", "C", "C", "O", "C", "C", "C", "C", "C", "C", "C", "C", "C", "C", "N", "O", "H", "H", "H", "H", "H", "H", "H", "H", "H", "H", "H", "H", "H", "H", "H", "H", "H", "H", "H", "H", "H", "H", "H", "H", "H", "H", "C", "C", "O", "C", "C", "H", "H", "H", "H", "H", "H", "H", "H", "H", "H", "C", "C", "O", "C", "C", "H", "H", "H", "H", "H", "H", "H", "H", "H", "H"], "positions_angstrom": [[3.531, 0.887, 1.994], [2.493, 0.180, 0.886], [1.718, 1.430, 0.162], [3.459, -0.514, -0.235], [2.891, -1.871, -0.933], [4.067, -3.039, -0.701], [4.379, -3.343, 0.879], [3.829, -4.445, 1.441], [2.887, -1.611, -2.579], [1.806, -0.482, -3.068], [0.467, -0.641, -2.876], [2.204, 0.923, -3.885], [3.517, 1.848, -3.562], [3.742, 3.252, -4.440], [2.717, 3.759, -5.631], [1.423, 2.767, -5.959], [1.187, 1.384, -5.091], [1.512, -2.487, -0.343], [0.779, -1.682, 0.864], [0.255, -2.858, 1.936], [-0.645, -0.993, 0.318], [1.629, -0.755, 1.684], [2.358, -1.421, 2.618], [4.419, 0.154, 2.294], [2.967, 1.314, 2.930], [4.065, 1.783, 1.415], [1.234, 1.147, -0.873], [2.547, 2.247, -0.082], [0.912, 1.932, 0.867], [4.539, -0.628, 0.260], [3.616, 0.299, -1.095], [5.072, -2.755, -1.259], [3.612, -4.017, -1.209], [5.063, -2.631, 1.534], [2.676, -2.661, -3.106], [3.978, -1.308, -2.883], [4.297, 1.555, -2.740], [4.681, 3.935, -4.171], [2.842, 4.762, -6.245], [0.694, 3.093, -6.817], [0.246, 0.712, -5.364], [0.701, -2.633, -1.207], [1.731, -3.596, 0.041], [-0.644, -3.438, 1.434], [-0.087, -2.280, 2.922], [1.080, -3.653, 2.174], [-0.474, -0.165, -0.489], [-1.219, -0.553, 1.250], [-1.262, -1.883, -0.153], [-0.844, 0.740, 4.292], [-1.860, 1.650, 3.622], [-3.206, 1.207, 3.774], [-3.692, 1.100, 5.110], [-3.662, 2.415, 5.871], [-0.925, -0.280, 3.898], [0.173, 1.107, 4.114], [-0.994, 0.685, 5.372], [-1.657, 1.671, 2.546], [-1.759, 2.681, 3.974], [-3.145, 0.319, 5.649], [-4.731, 0.757, 5.041], [-2.646, 2.803, 5.978], [-4.079, 2.284, 6.874], [-4.249, 3.176, 5.344], [-3.755, 1.203, -2.193], [-3.540, -0.278, -1.929], [-4.120, -0.728, -0.707], [-5.532, -0.575, -0.581], [-6.318, -1.322, -1.645], [-3.349, 1.802, -1.368], [-3.261, 1.502, -3.123], [-4.815, 1.451, -2.284], [-2.464, -0.468, -1.854], [-3.901, -0.884, -2.765], [-5.796, 0.488, -0.567], [-5.804, -0.973, 0.403], [-6.091, -0.961, -2.651], [-7.393, -1.201, -1.479], [-6.077, -2.390, -1.620]], "lowdin_charge": [-0.0724, -0.4111, -0.0566, -0.0707, -0.3410, -0.1216, -0.1149, -0.0899, -0.0764, -0.1923, -0.0781, -0.0831, -0.0198, -0.0637, -0.0600, -0.0562, -0.0103, -0.0628, -0.3964, -0.0621, -0.0439, -0.1040, -0.0481, 0.0868, 0.0931, 0.0919, 0.0720, 0.0945, 0.0997, 0.1245, 0.1006, 0.1292, 0.1388, 0.1368, 0.1495, 0.1233, 0.0772, 0.0858, 0.0886, 0.0811, 0.1041, 0.1376, 0.1239, 0.0982, 0.0913, 0.0827, 0.0605, 0.0943, 0.1004, -0.0744, -0.2775, -0.1631, -0.2779, -0.0848, 0.0638, 0.0727, 0.0670, 0.1066, 0.1045, 0.1052, 0.1188, 0.0640, 0.0770, 0.0820, -0.0760, -0.2762, -0.1702, -0.2761, -0.0844, 0.0830, 0.0768, 0.0633, 0.0913, 0.1063, 0.1049, 0.1199, 0.0636, 0.0766, 0.0820], "gap_ha": [0.29217, 0.29717], "multiplicity": 2, "s2": 0.7548, "e_homo_ev": [-8.9, -9.1], "lumo_ev": [-1.0, -1.0]}

---

# 2
{"formula": "C27H31InNOP2", "method": "the ωB97M-V functional and the def2-TZVPD basis", "symbols": ["C", "C", "C", "C", "C", "C", "C", "C", "C", "C", "C", "C", "C", "H", "H", "H", "H", "H", "H", "H", "N", "In", "C", "H", "H", "C", "H", "H", "P", "P", "C", "H", "H", "H", "C", "H", "H", "H", "C", "H", "H", "H", "C", "H", "H", "H", "C", "O", "H", "C", "C", "C", "C", "C", "C", "C", "H", "H", "H", "H", "H", "H", "H"], "positions_angstrom": [[-3.501, -3.484, 1.279], [-3.145, -2.608, 0.258], [-3.729, -1.302, 0.244], [-4.328, -0.788, 1.456], [-4.523, -1.675, 2.544], [-4.164, -3.012, 2.423], [-4.610, 0.580, 1.513], [-4.262, 1.419, 0.450], [-3.692, 0.806, -0.729], [-3.094, 1.634, -1.735], [-3.348, 3.004, -1.713], [-3.979, 3.590, -0.601], [-4.388, 2.830, 0.479], [-3.223, -4.537, 1.197], [-4.959, -1.279, 3.459], [-4.321, -3.693, 3.255], [-5.047, 1.014, 2.413], [-3.033, 3.615, -2.560], [-4.072, 4.677, -0.569], [-4.828, 3.281, 1.370], [-3.633, -0.533, -0.859], [0.968, 0.002, 1.050], [-2.051, -2.898, -0.755], [-2.284, -2.375, -1.697], [-2.001, -3.982, -0.945], [-2.094, 0.975, -2.663], [-2.465, -0.030, -2.923], [-1.963, 1.580, -3.572], [-0.360, -2.270, -0.153], [-0.417, 0.763, -1.787], [0.083, 2.517, -1.984], [1.092, 2.619, -1.573], [0.070, 2.823, -3.038], [-0.598, 3.143, -1.396], [0.464, 0.087, -3.259], [0.478, 0.834, -4.066], [1.495, -0.153, -2.976], [-0.025, -0.827, -3.624], [-0.148, -3.491, 1.199], [-0.260, -4.519, 0.823], [0.851, -3.365, 1.635], [-0.898, -3.318, 1.979], [0.694, -3.032, -1.451], [1.716, -2.653, -1.335], [0.702, -4.125, -1.339], [0.333, -2.772, -2.454], [2.894, 0.119, -0.423], [3.761, 0.367, -1.142], [0.274, 1.279, 0.174], [0.108, 0.839, 3.009], [1.343, 1.136, 3.751], [1.864, 2.451, 3.843], [3.188, 2.643, 4.230], [3.984, 1.540, 4.584], [3.438, 0.248, 4.605], [2.112, 0.052, 4.245], [-0.512, 0.035, 3.421], [-0.454, 1.694, 2.627], [1.219, 3.284, 3.544], [3.604, 3.654, 4.247], [5.029, 1.691, 4.853], [4.052, -0.614, 4.903], [1.660, -0.951, 4.251]], "nbo_charge": [-0.1853, -0.0609, 0.2518, -0.1446, -0.1515, -0.2304, -0.0759, -0.1076, 0.1562, 0.0761, -0.2167, -0.2097, -0.1854, 0.2217, 0.2232, 0.2296, 0.2217, 0.2226, 0.2278, 0.2217, -0.4680, 1.0632, -0.6809, 0.2715, 0.2477, -0.7317, 0.2541, 0.2229, 0.8974, 0.8024, -0.9506, 0.2243, 0.2330, 0.2477, -0.9409, 0.2321, 0.2106, 0.2334, -0.9553, 0.2407, 0.2337, 0.2589, -0.9386, 0.2288, 0.2502, 0.2553, 0.5671, -0.3739, -0.3502, -0.6834, -0.0874, -0.2226, -0.1927, -0.2258, -0.2005, -0.2371, 0.2328, 0.2381, 0.2199, 0.2281, 0.2266, 0.2256, 0.2092], "gap_ha": [0.19499, 0.19497], "de_lowest_kj_mol": 0.0, "charge": 1, "multiplicity": 1, "e_homo_ev": [-9.9, -9.9], "lumo_ev": [-4.6, -4.6]}

---

# 3
{"formula": "C19H17N4O4S", "method": "the ωB97M-V functional and the def2-TZVPD basis", "symbols": ["C", "C", "C", "C", "C", "S", "O", "O", "N", "C", "C", "C", "C", "C", "C", "C", "N", "O", "O", "C", "C", "C", "H", "H", "H", "H", "H", "H", "H", "H", "H", "H", "H", "H", "C", "C", "N", "C", "C", "N", "H", "H", "H", "H", "H"], "positions_angstrom": [[2.431, -4.170, 1.049], [1.424, -3.374, 0.274], [1.421, -3.422, -1.122], [0.544, -2.638, -1.868], [-0.322, -1.774, -1.191], [-1.274, -0.564, -2.064], [-0.902, -0.563, -3.452], [-2.636, -0.521, -1.618], [-0.591, 0.870, -1.348], [0.631, 1.444, -1.768], [1.638, 0.946, -2.589], [2.741, 1.770, -2.845], [2.808, 3.067, -2.299], [1.790, 3.554, -1.468], [0.709, 2.727, -1.196], [-0.516, 2.898, -0.421], [-1.002, 4.117, 0.073], [-0.237, 5.111, 0.126], [-2.205, 4.174, 0.427], [-1.247, 1.724, -0.505], [-0.387, -1.772, 0.198], [0.471, -2.583, 0.928], [2.375, -3.924, 2.112], [2.246, -5.244, 0.929], [3.451, -3.974, 0.699], [2.133, -4.070, -1.637], [0.555, -2.657, -2.954], [1.555, -0.051, -3.011], [3.548, 1.410, -3.484], [3.665, 3.700, -2.532], [1.804, 4.544, -1.018], [-2.216, 1.545, -0.088], [-1.080, -1.100, 0.700], [0.414, -2.584, 2.018], [-0.341, 0.138, 3.284], [-1.753, 0.154, 2.892], [-2.749, -0.203, 3.759], [-3.913, -0.100, 3.055], [-3.594, 0.331, 1.736], [-2.241, 0.482, 1.648], [0.304, 0.163, 2.400], [-0.118, 1.002, 3.922], [-0.136, -0.770, 3.866], [-4.899, -0.321, 3.446], [-4.299, 0.508, 0.933]], "nbo_charge": [-0.6324, -0.0061, -0.2241, -0.1798, -0.3700, 2.3220, -0.9152, -0.8840, -0.6338, 0.2049, -0.2507, -0.2272, -0.2303, -0.1920, -0.0951, -0.0429, 0.5015, -0.4366, -0.3960, 0.1424, -0.1807, -0.1615, 0.2207, 0.2186, 0.2184, 0.2072, 0.2343, 0.2277, 0.2078, 0.2064, 0.2422, 0.3133, 0.2954, 0.2214, -0.6401, 0.2388, -0.5512, -0.1505, -0.1654, -0.6226, 0.2014, 0.2092, 0.2042, 0.1717, 0.1789], "gap_ha": 0.21972, "charge": -1, "multiplicity": 1, "e_homo_ev": -3.6, "lumo_ev": 2.4}